(1)
Here is a structure of composition C44H46N4O6S2SiZr from OMol25. Energies are from the ωB97M-V functional and the def2-TZVPD basis.

## Properties
Total charge: -2
Energy relative to the best compared isomer or geometry (same formula, charge and spin) in kcal per mole: 45.8
LUMO in eV: 3.8467

Geometry as XYZ:
```
104
Properties=species:S:1:pos:R:3:forces:R:3
Zr -1.2128 0.0593 -0.5261 0.5 -0.5 -0.2
C -2.1119 -3.2331 -2.2607 0.0 0.0 0.0
O -1.0945 -2.2600 -2.1608 -0.1 0.0 0.1
C -0.1450 -2.2373 -3.1568 0.0 -0.1 0.0
C -0.2935 -2.9284 -4.3451 -0.1 0.0 0.0
C 0.6439 -2.7981 -5.3679 0.0 0.0 0.0
C 1.7118 -1.9363 -5.1809 0.0 0.0 0.0
C 1.8621 -1.2393 -3.9925 0.0 0.0 0.0
C 0.9647 -1.3959 -2.9224 0.1 0.0 -0.1
N 1.1135 -0.6934 -1.7530 -0.2 0.2 0.2
N 2.0783 0.3420 -1.7843 0.0 0.0 0.0
C 1.6492 1.5095 -2.2904 0.0 0.0 0.0
C 0.3118 1.9308 -2.4885 0.0 -0.1 0.0
O -0.7192 1.1761 -2.0502 0.0 0.4 -0.3
C 0.0193 3.1635 -3.0735 0.0 0.0 0.0
C 0.9886 4.0719 -3.4445 0.0 0.0 0.0
C 2.3383 3.7513 -3.1943 0.0 0.0 0.0
C 3.3913 4.6617 -3.4755 0.0 0.0 0.0
C 4.6974 4.3593 -3.2060 0.0 0.0 0.0
C 5.0244 3.1077 -2.6404 0.0 0.0 0.0
C 4.0292 2.2057 -2.3648 0.0 0.0 0.0
C 2.6691 2.4919 -2.6215 0.0 0.0 0.0
H -2.8522 -2.9611 -3.0185 0.0 0.0 0.0
H -2.5856 -3.2730 -1.2859 0.0 0.0 0.0
H -1.6851 -4.2128 -2.4944 0.0 0.0 0.0
H -1.1710 -3.5401 -4.5042 0.0 0.0 0.0
H 0.5100 -3.3370 -6.2975 0.0 0.0 0.0
H 2.4411 -1.7911 -5.9701 0.0 0.0 0.0
H 2.6805 -0.5483 -3.8515 0.0 0.0 0.0
H -1.0343 3.3939 -3.1990 0.0 0.0 0.0
H 0.7270 5.0267 -3.8866 0.0 0.0 0.0
H 3.1305 5.6242 -3.9064 0.0 0.0 0.0
H 5.4796 5.0790 -3.4247 0.0 0.0 0.0
H 6.0587 2.8612 -2.4274 0.0 0.0 0.0
H 4.2570 1.2372 -1.9382 0.0 0.0 0.0
C 0.6959 4.7490 2.9924 0.0 0.0 0.0
Si 0.0599 5.2334 1.2926 0.0 0.0 0.1
C -0.5807 7.0083 1.4157 0.0 0.0 0.0
C 1.4257 5.2040 0.0245 0.0 0.0 0.0
C -1.4147 4.1619 0.8315 0.0 0.0 0.0
C -2.6824 4.6748 0.6262 0.0 0.0 -0.1
C -3.7395 3.8660 0.1975 0.0 0.0 0.0
C -3.4798 2.5348 -0.0355 0.0 0.0 0.0
N -2.2779 2.0026 0.1874 0.0 0.1 0.1
C -1.2555 2.7674 0.6283 0.0 0.1 0.0
S 0.2159 1.9034 0.8379 0.0 0.0 0.0
H 1.5537 5.3618 3.2828 0.0 0.0 0.0
H 1.0045 3.7020 2.9854 0.0 0.0 0.0
H -0.0858 4.8702 3.7468 0.0 0.0 0.0
H 0.2375 7.6752 1.7011 0.0 0.0 0.0
H -1.3708 7.1127 2.1641 0.0 0.0 0.0
H -0.9711 7.3546 0.4555 0.0 0.0 0.0
H 2.0778 6.0731 0.1609 0.0 0.0 0.0
H 1.0304 5.2254 -0.9947 0.0 0.0 0.0
H 2.0242 4.2974 0.1064 0.0 0.0 0.0
H -2.8614 5.7361 0.7694 0.0 0.0 0.0
H -4.7272 4.2681 0.0188 0.0 0.0 0.0
H -4.2316 1.8585 -0.4228 0.0 0.0 0.0
C -1.7498 -6.3741 4.7041 0.0 0.0 0.0
C -2.0424 -5.0906 3.9750 0.0 0.0 0.0
C -1.6655 -4.9267 2.6470 0.0 0.0 0.0
C -1.8852 -3.7288 1.9863 0.0 0.0 0.0
C -2.4961 -2.6802 2.6564 0.0 0.0 0.0
C -2.8830 -2.8239 3.9797 0.0 0.0 0.0
C -2.6530 -4.0261 4.6309 0.0 0.0 0.0
S -2.8009 -1.1571 1.7858 0.0 -0.1 0.1
O -3.9867 -0.5945 2.3922 0.0 -0.1 0.0
O -1.5728 -0.3611 1.8839 0.1 0.0 0.2
N -2.8713 -1.5020 0.2713 -0.1 0.3 0.1
C -4.1628 -1.5674 -0.3839 0.0 0.0 0.0
C -4.0832 -0.7511 -1.6788 0.0 0.0 0.0
O -5.0088 -0.8184 -2.4815 0.0 0.0 0.0
O -3.0242 -0.0377 -1.7839 -0.2 0.0 -0.2
H -1.5317 -7.1820 4.0054 0.0 0.0 0.0
H -2.5908 -6.6792 5.3296 0.0 0.0 0.0
H -0.8794 -6.2573 5.3553 0.0 0.0 0.0
H -1.1737 -5.7397 2.1256 0.0 0.0 0.0
H -1.5828 -3.5961 0.9553 0.0 0.0 0.0
H -3.3763 -1.9994 4.4779 0.0 0.0 0.0
H -2.9549 -4.1399 5.6671 0.0 0.0 0.0
H -4.9552 -1.1385 0.2360 0.0 0.0 0.0
H -4.4636 -2.5893 -0.6331 0.0 0.0 0.0
C 2.7688 -0.2689 1.0296 0.0 0.0 0.0
C 2.0167 -1.4949 0.4700 0.1 0.1 0.0
C 3.0172 -2.2520 -0.4169 0.0 0.0 0.0
C 0.7484 -1.1959 -0.3991 0.1 -0.3 0.3
C 1.6177 -2.3375 1.6847 0.0 0.0 -0.1
C 0.9733 -1.7350 2.7690 0.0 0.0 0.0
C 0.7204 -2.4331 3.9390 0.0 0.0 0.0
C 1.1006 -3.7633 4.0623 0.0 0.0 0.0
C 1.7044 -4.3903 2.9850 0.0 0.0 0.0
C 1.9508 -3.6859 1.8103 0.0 0.0 0.0
H 3.1186 0.3554 0.2128 0.0 0.0 0.0
H 3.6216 -0.6236 1.6215 0.0 0.0 0.0
H 2.1446 0.3382 1.6815 0.0 0.0 0.0
H 3.3665 -1.5748 -1.1963 0.0 0.0 0.0
H 2.5555 -3.1167 -0.9032 0.0 0.0 0.0
H 3.8821 -2.5936 0.1618 0.0 0.0 0.0
H 0.3440 -2.2037 -0.5584 0.0 0.0 0.0
H 0.6649 -0.7031 2.6924 0.0 0.0 0.0
H 0.2180 -1.9319 4.7582 0.0 0.0 0.0
H 0.9099 -4.3067 4.9812 0.0 0.0 0.0
H 1.9938 -5.4340 3.0535 0.0 0.0 0.0
H 2.4373 -4.1962 0.9895 0.0 0.0 0.0
```
Positions in Å, forces in eV/Å.


(2)
Here is a structure of composition C4H7N3O3 in a non-equilibrium geometry from OMol25. Energies are from the ωB97M-V functional and the def2-TZVPD basis.

## Properties
Energy relative to the best compared isomer or geometry (same formula, charge and spin) in kcal per mole: 186.2
LUMO in eV: 0.3438

Geometry as XYZ:
```
17
Properties=species:S:1:pos:R:3:forces:R:3
C 1.3376 0.1212 -0.4842 1.1 -0.5 0.2
C 2.5261 -0.6196 0.1543 0.9 2.1 -0.6
C -1.6955 0.5606 -0.4042 -0.3 1.5 1.4
C -0.9135 0.8513 0.8364 -1.6 0.8 -1.0
N 3.4367 0.2133 0.5677 -0.7 1.3 -0.7
N 1.6217 1.3305 -0.5120 1.9 -0.9 1.9
N 2.8598 -1.9443 0.2346 -2.2 -2.9 -1.2
O 1.1110 2.5099 -0.7827 -0.3 0.6 -0.5
O 3.2405 1.4740 0.2813 -1.0 -0.7 -0.1
O -0.8488 2.0027 1.2102 0.7 -0.6 0.5
H -1.5811 -0.2953 -0.9212 1.4 -3.2 -1.4
H -1.5057 1.3529 -1.0587 0.0 1.4 -1.1
H -2.7382 0.4945 -0.2160 -1.2 0.6 0.7
H -0.5486 -0.0109 1.3506 0.7 -0.5 1.0
H 2.1949 -2.6123 -0.2724 1.5 1.5 1.2
H 3.8460 -2.2150 0.1456 -0.9 0.6 0.0
H 1.1497 3.1086 0.0047 0.0 -1.1 -0.3
```
Positions in Å, forces in eV/Å.


(3)
Here is the molecule C18H20N2O5S in a non-equilibrium geometry from OMol25. Energies are from the ωB97M-V functional and the def2-TZVPD basis.

## Properties
SMILES: CS(=O)(=O)N(CC(=O)NCc1ccc2c(c1)OCO2)Cc1ccccc1
Energy relative to the best compared isomer or geometry (same formula, charge and spin) in kcal per mole: 24.1
LUMO in eV: 0.4412

Geometry as XYZ:
```
46
Properties=species:S:1:pos:R:3:forces:R:3
C -1.6783 2.8598 -0.3087 0.2 -0.7 0.5
H -1.7815 2.5974 -1.3523 0.0 -0.1 -0.2
H -0.9554 3.6533 -0.1765 0.2 0.1 0.0
H -2.6340 3.1379 0.1165 -0.2 0.0 0.1
S -1.0733 1.4031 0.5762 -0.2 0.7 -0.5
O -0.8262 1.8057 1.9371 0.1 0.3 0.0
O -1.9820 0.3226 0.3397 0.0 0.0 -0.3
N 0.3625 1.1035 -0.1727 -0.8 0.0 0.6
C 1.5840 1.6153 0.4140 0.3 0.1 0.1
H 2.2771 1.8900 -0.3859 0.0 0.0 0.2
H 1.3277 2.4911 1.0088 0.2 0.1 0.0
C 2.1939 0.5111 1.2890 0.0 0.6 0.0
O 3.0999 -0.1985 0.8999 0.2 -0.2 -0.3
N 1.5743 0.3861 2.4779 0.0 0.2 0.5
H 0.7382 0.9488 2.6115 0.2 -0.1 -0.1
C 1.5547 -0.8911 3.1788 0.0 -0.1 -0.2
C 0.3623 -1.6482 2.6506 0.1 -0.1 0.0
C 0.5095 -2.5211 1.5851 0.1 0.1 0.2
C -0.5902 -3.0809 0.9376 -0.5 0.0 -0.1
C -1.8326 -2.7169 1.3919 0.2 0.3 0.4
C -1.9886 -1.8488 2.4753 0.3 -0.4 -0.4
C -0.9099 -1.3041 3.1212 -0.3 -0.2 -0.1
H -1.0408 -0.6164 3.9399 0.0 0.1 0.1
O -3.3200 -1.6728 2.7265 0.4 0.1 0.3
C -3.9958 -2.3510 1.6913 -1.3 0.1 -0.3
O -3.0652 -3.0935 0.9334 0.4 -0.2 -0.1
H -4.7438 -3.0316 2.1239 0.2 0.1 -0.1
H -4.4964 -1.6161 1.0377 0.2 -0.1 0.1
H -0.4742 -3.7539 0.1048 0.0 -0.1 -0.1
H 1.5024 -2.7616 1.2362 0.1 0.0 0.0
H 1.4759 -0.7018 4.2508 0.1 -0.1 0.0
H 2.4903 -1.4064 2.9564 -0.1 0.0 0.1
C 0.4682 -0.0141 -1.0961 -0.1 -0.3 -0.4
C 0.9037 0.4785 -2.4501 0.1 -0.1 0.0
C 2.2506 0.4869 -2.7906 -0.1 -0.1 0.0
C 2.6604 0.9931 -4.0124 0.1 0.0 -0.1
C 1.7283 1.4959 -4.9042 0.1 0.0 -0.1
C 0.3833 1.4857 -4.5737 -0.1 0.0 0.0
C -0.0256 0.9810 -3.3520 0.0 0.0 0.0
H -1.0760 0.9599 -3.0966 -0.1 0.0 0.0
H -0.3473 1.8694 -5.2708 -0.1 0.0 -0.1
H 2.0477 1.8903 -5.8574 0.0 0.0 -0.1
H 3.7094 0.9939 -4.2693 0.1 0.0 0.0
H 2.9756 0.0884 -2.0959 0.1 -0.1 0.1
H 1.1796 -0.7519 -0.7118 -0.1 0.1 0.0
H -0.5226 -0.4677 -1.1350 0.2 -0.2 -0.1
```
Positions in Å, forces in eV/Å.


(4)
Here is a cluster of 2 separate species, C2H3Cl3S in total in a non-equilibrium geometry from OMol25. Energies are from the ωB97M-V functional and the def2-TZVPD basis.

## Properties
Energy relative to the best compared isomer or geometry (same formula, charge and spin) in kcal per mole: 72.8
LUMO in eV: -0.2679

Geometry as XYZ:
```
9
Properties=species:S:1:pos:R:3:forces:R:3
C 1.2535 -0.8134 0.3105 0.3 2.5 -1.3
C -0.2882 0.8065 -0.3794 0.4 -2.2 2.2
S -1.7963 0.1570 0.4486 0.9 0.9 -0.5
Cl 0.2698 -1.8491 1.2569 0.7 -0.4 -0.5
Cl 0.3452 2.1751 0.5018 0.0 0.3 0.1
Cl -3.0662 -0.2293 -1.0735 0.1 0.0 -0.2
H 1.9467 -0.2125 0.9820 -1.2 -0.5 -1.0
H 1.8058 -1.1357 -0.6461 -1.4 -0.1 1.6
H -0.4703 1.1014 -1.4008 0.2 -0.5 -0.4
```
Positions in Å, forces in eV/Å.


(5)
Here is a cluster of 2 separate species, C6H15N2 in total in a non-equilibrium geometry from OMol25. Energies are from the ωB97M-V functional and the def2-TZVPD basis.

## Properties
Total charge: +1
Energy relative to the best compared isomer or geometry (same formula, charge and spin) in kcal per mole: 121.5
LUMO (alpha / beta) in eV: -4.5106 / -4.5316

Geometry as XYZ:
```
23
Properties=species:S:1:pos:R:3:forces:R:3
C -0.8290 2.2151 0.9595 0.1 -2.2 -1.9
C 2.0751 -0.2617 0.5111 1.2 -2.4 -1.9
C 1.0183 0.7673 -1.4470 -1.5 -1.6 -1.7
C -1.9362 -0.8019 -1.0577 2.7 1.2 0.5
C 0.8506 -0.2856 -0.3957 -0.2 -1.1 -0.1
C -0.3353 -0.0654 0.4905 -4.3 -3.3 -2.9
N -0.6747 0.9552 1.2754 0.5 3.1 0.9
N -0.6954 -1.3775 1.2464 -0.5 0.9 2.7
H -0.8364 3.0053 1.7251 -0.3 -0.6 -0.3
H -0.9599 2.4454 -0.1661 0.3 0.2 1.9
H 1.9402 0.5896 1.0197 0.0 3.4 2.2
H 3.0481 -0.1675 0.0010 -0.5 -0.2 -0.1
H 2.1813 -1.0455 1.2429 -0.2 -0.6 0.1
H 1.1349 1.7010 -1.0340 0.4 2.3 0.9
H 1.9335 0.4483 -1.8775 0.9 0.3 -1.0
H 0.2169 0.7924 -2.2448 0.8 -0.1 1.0
H -2.1833 0.1783 -1.4403 0.3 -0.2 -0.7
H -2.8027 -1.2080 -0.6320 -1.1 -0.7 1.1
H -1.3525 -1.5708 -1.6244 -0.5 1.2 0.2
H 0.6352 -1.2283 -0.9856 0.6 0.7 1.1
H -1.7138 -1.5348 1.3051 0.5 0.4 -0.3
H -0.4136 -1.3426 2.2582 0.1 0.2 -0.8
H -0.3012 -2.2084 0.8701 0.6 -0.8 -0.8
```
Positions in Å, forces in eV/Å.


(6)
Here is a structure of composition C28H33ClInN2O2 in a non-equilibrium geometry from OMol25. Energies are from the ωB97M-V functional and the def2-TZVPD basis.

## Properties
Total charge: -1
LUMO (alpha / beta) in eV: 2.6944 / 2.6945

Geometry as XYZ:
```
67
Properties=species:S:1:pos:R:3:forces:R:3
In 0.0701 0.0750 -0.4172 0.9 0.6 -1.6
Cl -1.9263 -1.0532 -0.0127 -2.3 -1.0 0.3
N 0.8482 -2.1487 -0.3649 1.1 -0.6 -2.3
N -1.3737 1.9466 -0.3491 0.8 0.2 -1.1
C 1.5307 -2.5911 -1.3873 -1.0 0.7 2.5
C -1.6811 2.5385 -1.4403 0.2 -0.5 1.2
C 0.8465 -3.1537 0.6970 0.2 -0.2 0.0
C 1.9953 -4.0645 0.2455 0.8 -0.1 -0.5
C -0.4592 -3.9341 0.6756 -0.4 0.0 -0.2
C 1.0557 -2.5088 2.0607 0.2 -0.1 0.0
H -0.5447 -4.4767 -0.2771 -0.1 0.0 0.2
H -1.3001 -3.2264 0.7467 0.3 -0.5 0.1
H -0.4616 -4.6580 1.5043 -0.1 0.2 -0.2
H 1.7974 -1.7058 1.9956 -0.1 -0.2 0.1
H 1.3831 -3.2801 2.7711 -0.1 0.2 0.0
H 0.1129 -2.0659 2.4036 0.2 0.0 0.0
C -1.9948 2.5935 0.7998 -0.1 0.1 0.2
C -2.9391 3.5780 0.1031 -0.5 0.6 -0.7
C -0.9319 3.2910 1.6464 0.1 0.2 -0.3
C -2.7422 1.5871 1.6641 -0.1 -0.1 -0.3
H -3.3845 0.9751 1.0235 0.0 0.1 0.3
H -3.3333 2.1320 2.4095 0.1 -0.2 0.0
H -2.0301 0.9130 2.1499 -0.2 0.1 0.0
H -0.5495 4.1637 1.1005 0.1 -0.1 0.2
H -0.1092 2.5923 1.8450 -0.3 0.3 0.0
H -1.3820 3.6270 2.5868 0.1 0.0 -0.1
O -2.5878 3.5084 -1.3375 -0.6 0.8 0.7
H -2.8142 4.6312 0.4128 0.0 -0.5 -0.1
H -3.9990 3.2888 0.1878 0.3 0.1 -0.1
O 2.2063 -3.7217 -1.1871 0.1 -0.8 0.6
H 1.7885 -5.1479 0.2837 0.0 0.5 0.0
H 2.9402 -3.8409 0.7707 -0.3 -0.1 -0.2
C 1.5882 -1.9101 -2.7100 -1.1 -0.2 0.6
C -1.1081 2.2304 -2.7900 -0.7 -1.1 1.1
C -1.1508 0.7318 -3.0266 -2.6 -2.6 -2.7
H -0.0722 2.5257 -2.7763 0.4 0.2 0.0
H -1.6449 2.7730 -3.5467 -0.2 0.2 -0.3
C -0.2150 -0.1325 -2.5890 4.1 2.4 3.2
C 0.2155 -1.3444 -3.0102 -3.4 -1.1 -2.7
H 1.9190 1.1328 -0.0326 0.3 0.6 -1.7
C -0.8416 -2.0060 -3.7625 3.5 0.2 1.3
C -1.9816 -1.3091 -4.0721 -2.4 -1.7 -1.4
C -0.6064 -3.4371 -4.0513 -1.0 -1.0 -0.8
C -2.1781 0.0097 -3.7676 1.6 3.3 1.2
H -2.8354 -1.8776 -4.6331 1.6 1.0 1.1
C -3.3895 0.7950 -4.0821 -1.3 -0.4 -0.7
H -4.0859 0.1304 -4.6140 -0.1 0.4 0.0
H -3.1871 1.6685 -4.7064 0.1 -0.1 -0.2
H -3.9040 1.1888 -3.1958 0.2 -0.2 0.0
H 0.3366 -3.6308 -4.5649 0.0 0.1 -0.2
H -1.4378 -3.7888 -4.6815 0.3 -0.3 0.1
H -0.5798 -4.0685 -3.1544 -0.1 0.2 0.0
H 1.9280 -2.6060 -3.4655 0.1 -0.1 -0.2
H 2.2796 -1.0854 -2.6293 0.3 0.3 0.0
C 1.0741 0.6514 1.1914 -0.5 -0.8 -0.8
C 1.7194 1.0199 2.1347 2.0 0.9 5.3
C 2.5374 1.4822 3.2182 0.0 0.2 0.0
C 3.9485 1.6790 3.0734 -0.4 0.0 0.8
C 4.7191 2.1570 4.1545 -0.9 -0.9 -2.1
C 4.0906 2.4326 5.3391 4.2 1.5 2.5
C 2.7833 2.2641 5.5235 -4.0 -0.3 0.9
C 1.9672 1.7834 4.5035 0.5 0.0 -1.2
H 4.3855 1.4509 2.1083 0.1 0.1 0.1
H 5.7744 2.2849 3.9940 0.3 0.1 0.2
H 4.7486 2.8293 6.2101 -1.2 -0.7 -1.5
H 2.2790 2.4955 6.4920 0.7 -0.2 -0.7
H 0.8932 1.6164 4.6092 0.4 0.1 0.2
```
Positions in Å, forces in eV/Å.